[1]
Density functional theory data (wB97M-V/def2-TZVPD) for a 9-piece molecular cluster, C33H51N3O6 overall.

As for the HOMO energy: -9.298 eV. The calculation puts the LUMO energy at 0.289 eV. The structure (SMILES) is c1ccncc1.c1ccncc1.c1ccncc1.CC(C)=O.CC(C)=O.CC(C)=O.CC(C)=O.CC(C)=O.CC(C)=O. Its energy above the lowest of the compared OMol25 structures with the same formula, charge and spin is 0.0 kcal/mol.

The geometry in XYZ format:
```
93
Properties=species:S:1:pos:R:3:forces:R:3
N -4.921 5.672 -0.081 -0.065 -0.101 0.234
C -5.730 4.663 0.255 0.391 0.291 -0.205
C -5.294 3.352 0.363 -0.439 -0.151 0.050
C -3.956 3.055 0.164 0.192 0.190 -0.033
C -3.102 4.105 -0.138 -0.146 0.120 0.035
C -3.635 5.382 -0.253 -0.019 -0.029 -0.525
H -6.766 4.940 0.408 -0.061 -0.153 0.026
H -6.023 2.578 0.570 0.111 -0.055 0.089
H -3.589 2.040 0.231 -0.083 -0.044 0.082
H -2.046 3.963 -0.315 0.009 -0.098 0.001
H -3.010 6.192 -0.616 0.037 0.064 0.272
N -0.884 -0.780 6.500 0.040 0.103 0.080
C -1.389 0.457 6.581 0.022 -0.704 0.035
C -1.911 1.126 5.488 -0.180 0.173 0.310
C -1.950 0.479 4.265 -0.063 0.028 -0.348
C -1.439 -0.805 4.162 0.236 0.211 0.380
C -0.900 -1.373 5.314 0.110 -0.057 -0.457
H -1.398 0.856 7.588 0.012 0.329 -0.121
H -2.321 2.119 5.617 0.037 0.012 -0.082
H -2.380 0.964 3.396 -0.028 -0.017 0.018
H -1.400 -1.353 3.233 -0.077 0.018 -0.017
H -0.434 -2.350 5.232 -0.092 -0.047 0.181
N -0.218 -0.344 -5.672 -0.178 -0.126 0.363
C -1.407 -0.203 -6.244 -0.073 -0.007 -0.029
C -2.607 -0.439 -5.581 -0.447 -0.488 -0.003
C -2.585 -0.906 -4.280 0.663 -0.085 0.028
C -1.337 -1.084 -3.681 -0.444 0.093 0.350
C -0.208 -0.768 -4.398 0.485 0.157 -0.801
H -1.402 0.075 -7.292 -0.041 0.130 0.036
H -3.569 -0.395 -6.076 0.168 0.302 -0.226
H -3.499 -1.176 -3.770 -0.015 0.092 0.064
H -1.246 -1.452 -2.666 0.006 -0.052 -0.033
H 0.791 -0.893 -3.998 -0.099 0.037 0.285
C 3.257 3.354 1.385 -0.168 -0.381 0.071
C 4.384 4.328 1.192 0.292 0.348 0.481
O 5.492 3.994 0.844 -0.128 -0.129 -0.136
C 4.069 5.772 1.531 -0.372 -0.154 -0.335
H 3.495 2.370 0.989 0.066 0.082 -0.118
H 2.330 3.712 0.936 0.030 0.021 -0.050
H 3.062 3.235 2.455 0.039 0.138 0.022
H 4.915 6.416 1.316 0.031 -0.004 0.007
H 3.755 5.880 2.570 0.100 -0.109 0.057
H 3.200 6.060 0.931 0.115 0.184 0.008
C 0.465 -0.814 0.567 0.637 0.105 -0.653
C 0.553 0.624 0.117 -0.063 0.173 0.384
O 1.590 1.097 -0.295 -0.064 -0.131 -0.201
C -0.670 1.490 0.331 0.779 -0.294 0.163
H -0.406 -1.312 0.144 -0.166 -0.033 0.346
H 0.491 -0.849 1.655 -0.396 -0.082 0.039
H 1.357 -1.325 0.199 -0.050 -0.057 0.059
H -1.566 1.004 -0.047 -0.108 0.190 -0.061
H -0.447 2.463 -0.094 -0.309 0.038 -0.124
H -0.777 1.587 1.416 -0.194 0.033 -0.024
C 1.413 -3.776 -3.438 0.006 0.323 0.013
C 1.712 -3.759 -1.962 -0.006 -0.061 0.104
O 0.858 -3.956 -1.125 0.015 0.186 -0.040
C 3.173 -3.582 -1.573 -0.855 0.284 0.136
H 0.351 -3.701 -3.656 -0.058 -0.261 0.201
H 1.828 -4.705 -3.834 -0.020 0.065 -0.201
H 1.893 -2.928 -3.930 0.232 -0.181 -0.062
H 3.214 -3.360 -0.509 0.123 -0.233 0.058
H 3.609 -2.736 -2.103 0.219 -0.245 -0.223
H 3.661 -4.528 -1.803 0.369 0.166 -0.024
C 4.769 1.589 -1.841 -0.034 -0.672 -0.431
C 4.590 1.185 -3.292 0.056 0.175 0.319
O 5.467 1.384 -4.099 -0.067 -0.150 -0.123
C 3.270 0.568 -3.693 -0.208 0.188 -0.149
H 5.837 1.716 -1.693 -0.069 0.307 0.317
H 4.365 0.806 -1.194 0.056 0.048 0.064
H 4.190 2.487 -1.627 0.146 0.124 -0.018
H 3.349 -0.509 -3.856 0.247 -0.007 0.062
H 2.983 1.008 -4.649 -0.141 -0.066 0.040
H 2.504 0.742 -2.937 -0.021 0.045 -0.031
C -3.718 -2.525 1.916 0.067 0.311 -0.337
C -3.448 -1.390 0.969 0.639 0.460 -0.124
O -3.408 -0.225 1.311 -0.181 -0.198 0.194
C -3.162 -1.719 -0.487 -0.223 -0.134 0.519
H -4.687 -2.926 1.607 0.068 -0.338 0.241
H -3.727 -2.188 2.948 -0.201 0.082 -0.020
H -2.929 -3.269 1.796 -0.172 -0.170 -0.029
H -4.120 -1.844 -0.998 0.070 -0.025 -0.123
H -2.587 -2.641 -0.580 -0.012 0.007 -0.096
H -2.627 -0.868 -0.897 -0.048 -0.038 -0.237
C 1.035 -5.254 1.838 -0.570 -0.270 0.709
C 0.904 -3.872 2.409 -0.068 0.367 -0.515
O -0.179 -3.391 2.664 0.015 -0.037 0.089
C 2.176 -3.094 2.620 0.296 0.083 0.175
H 1.400 -5.883 2.659 0.344 -0.069 -0.271
H 1.672 -5.296 0.963 0.160 -0.025 0.065
H 0.037 -5.627 1.614 0.041 0.073 -0.226
H 2.808 -3.583 3.365 -0.068 -0.067 -0.001
H 1.977 -2.076 2.948 -0.117 -0.044 0.058
H 2.766 -3.056 1.703 -0.072 -0.075 -0.063
```
Forces are in eV/Å.

---

[2]
Density functional theory data (wB97M-V/def2-TZVPD) for a 6-piece molecular cluster, C18H45F3IO16PS5 overall.

As for the HOMO energy: -9.187 eV. The calculation puts the LUMO energy at 0.396 eV. The structure (SMILES) is O=C(I)C[PH3]C(F)(F)F.CCOS(C)(=O)=O.CCOS(C)(=O)=O.CCOS(C)(=O)=O.CCOS(C)(=O)=O.CCOS(C)(=O)=O.

The geometry in XYZ format:
```
89
Properties=species:S:1:pos:R:3:forces:R:3
O -1.871 6.524 0.492 0.082 0.092 0.189
C -2.450 6.484 -0.540 0.060 -0.183 0.231
I -2.595 8.282 -1.751 0.048 0.260 -0.173
C -3.007 5.298 -1.197 -0.375 0.112 -0.177
P -1.547 4.319 -2.082 -0.267 -0.028 0.288
C -0.085 3.324 -2.920 0.409 -0.088 -0.349
F 1.083 4.023 -2.860 -0.408 -0.366 -0.008
F 0.142 2.112 -2.343 -0.059 0.433 -0.201
F -0.319 3.082 -4.246 0.081 0.062 0.490
H -3.465 4.667 -0.433 0.151 -0.203 -0.063
H -3.759 5.580 -1.932 0.044 -0.037 -0.031
H -0.713 5.454 -2.092 0.065 -0.037 0.050
H -2.338 4.102 -3.215 -0.004 -0.096 -0.094
H -1.591 3.363 -1.055 0.245 0.037 0.022
O -1.019 2.491 1.894 -0.152 -0.087 0.017
S 0.225 3.193 2.027 0.156 0.189 0.125
O 0.807 3.776 0.859 -0.029 0.080 -0.262
O 1.279 2.255 2.738 -0.081 -0.008 0.005
C 1.423 0.911 2.201 0.036 -0.384 -0.078
C 2.219 0.875 0.917 -0.017 0.166 -0.095
C 0.100 4.418 3.279 -0.045 0.017 0.018
H 0.430 0.481 2.069 -0.031 0.071 0.013
H 1.922 0.358 2.994 0.044 0.103 0.053
H 1.684 1.365 0.102 -0.021 -0.003 0.006
H 2.404 -0.162 0.635 0.001 -0.056 0.051
H 3.173 1.386 1.040 0.024 -0.038 0.037
H -0.311 3.964 4.175 -0.002 0.002 0.010
H -0.566 5.187 2.891 -0.002 -0.003 -0.038
H 1.090 4.827 3.462 0.015 -0.002 -0.006
O -4.874 0.743 -2.655 -0.005 0.081 -0.098
S -4.946 0.859 -1.230 0.009 -0.280 0.056
O -4.543 2.088 -0.617 0.021 0.195 0.013
O -4.163 -0.354 -0.577 -0.133 0.077 0.006
C -2.808 -0.577 -1.051 0.354 -0.036 -0.133
C -1.832 0.393 -0.429 -0.015 -0.033 0.066
C -6.552 0.425 -0.666 -0.031 0.003 0.016
H -2.808 -0.515 -2.140 -0.041 0.020 0.001
H -2.581 -1.605 -0.776 -0.121 -0.008 0.087
H -2.039 1.411 -0.748 0.028 -0.039 0.008
H -0.814 0.141 -0.726 -0.017 -0.026 -0.028
H -1.897 0.375 0.658 -0.010 -0.032 0.020
H -6.832 -0.526 -1.110 0.004 -0.010 -0.006
H -7.222 1.216 -0.995 0.007 0.016 -0.011
H -6.535 0.367 0.418 0.004 0.008 0.012
O 4.982 -3.886 0.229 0.005 -0.016 0.163
S 3.862 -3.414 -0.527 -0.035 0.008 -0.371
O 2.825 -2.676 0.128 -0.014 0.090 0.199
O 3.222 -4.626 -1.318 0.019 0.010 -0.050
C 2.882 -5.819 -0.573 -0.066 -0.241 0.131
C 1.586 -5.671 0.194 0.011 0.132 -0.006
C 4.416 -2.509 -1.927 0.000 0.046 -0.079
H 3.716 -6.078 0.081 0.025 0.066 -0.005
H 2.797 -6.590 -1.336 0.003 0.050 -0.063
H 1.682 -4.952 1.006 0.017 -0.004 0.003
H 1.302 -6.635 0.617 0.010 -0.025 -0.015
H 0.792 -5.329 -0.469 -0.013 -0.039 -0.019
H 5.170 -3.096 -2.444 0.016 -0.008 0.006
H 4.846 -1.581 -1.556 -0.009 0.001 0.038
H 3.566 -2.305 -2.575 -0.011 -0.012 -0.001
O 1.549 -4.863 -4.394 -0.075 0.059 0.133
S 2.270 -4.202 -5.438 0.105 -0.185 -0.177
O 2.627 -2.824 -5.289 0.009 0.076 0.147
O 1.498 -4.409 -6.805 0.037 0.050 -0.014
C 0.085 -4.081 -6.827 -0.300 0.050 -0.018
C -0.163 -2.592 -6.934 0.133 0.009 0.047
C 3.707 -5.128 -5.847 0.022 -0.022 -0.014
H -0.388 -4.510 -5.943 0.064 -0.008 0.032
H -0.294 -4.607 -7.700 0.076 -0.019 -0.032
H 0.147 -2.068 -6.031 -0.005 -0.011 0.010
H -1.227 -2.413 -7.088 -0.017 -0.022 -0.012
H 0.389 -2.171 -7.774 -0.031 -0.003 -0.032
H 3.423 -6.165 -5.997 -0.004 -0.011 0.001
H 4.388 -5.034 -5.005 -0.007 0.007 0.019
H 4.150 -4.706 -6.745 0.007 0.018 0.000
O 1.515 2.412 7.803 0.097 0.062 -0.029
S 0.789 1.238 8.177 -0.126 0.013 0.020
O 1.265 -0.043 7.759 0.069 -0.070 -0.002
O -0.725 1.416 7.731 -0.013 -0.056 0.043
C -0.960 1.825 6.362 -0.099 0.130 -0.288
C -0.827 0.684 5.378 0.111 -0.103 0.020
C 0.514 1.222 9.913 -0.008 0.016 0.037
H -0.282 2.645 6.124 0.051 -0.025 0.061
H -1.974 2.219 6.371 -0.021 -0.034 0.083
H 0.203 0.336 5.311 0.013 0.023 0.011
H -1.144 1.015 4.388 -0.029 0.044 0.012
H -1.445 -0.161 5.683 -0.053 0.023 -0.012
H 0.114 2.185 10.212 -0.003 0.010 0.001
H 1.481 1.045 10.378 0.017 -0.004 -0.012
H -0.174 0.415 10.148 0.001 -0.016 -0.004
```
Forces are in eV/Å.

---

[3]
Density functional theory data (wB97M-V/def2-TZVPD) for C34H31Cl3FeN6O13P2S2 as an isolated structure.

As for the HOMO energy (spin up / spin down): -3.256 / -2.257 eV. The calculation puts the LUMO energy (spin up / spin down) at 3.094 / 3.094 eV. The spin multiplicity is 5. Its energy above the lowest of the compared OMol25 structures with the same formula, charge and spin is 0.0 kcal/mol. Its net charge is -2.

The geometry in XYZ format:
```
92
Properties=species:S:1:pos:R:3:forces:R:3
Fe 1.183 0.495 -1.698 0.273 -0.280 -0.267
O 3.477 0.597 4.991 -0.291 0.124 -0.119
C 2.419 1.079 4.540 -0.470 0.296 0.546
O 1.423 1.562 5.152 0.680 -0.405 -0.455
C 2.297 1.085 2.998 -0.327 0.067 0.701
C 1.175 1.555 2.365 -0.405 0.172 0.126
C 1.063 1.515 0.991 0.302 -0.267 -0.273
N 1.996 0.965 0.165 1.313 0.402 2.116
C 3.155 0.583 0.801 -0.670 0.261 -0.164
C 3.296 0.633 2.191 0.437 -0.101 -0.395
C 4.464 0.165 0.183 -0.050 0.239 -0.392
C 5.121 -0.930 0.744 -0.091 -0.395 -0.083
C 6.439 -1.176 0.417 -0.070 -0.135 0.174
C 7.087 -0.317 -0.451 0.047 -0.105 -0.194
C 6.358 0.723 -0.985 -0.358 0.253 -0.092
N 5.085 0.982 -0.667 -0.271 -0.016 -0.303
C -0.171 2.091 0.390 -0.028 -0.042 0.212
C -1.029 2.919 1.104 -0.116 0.341 0.443
C -2.177 3.393 0.493 0.065 0.130 0.293
C -2.429 3.059 -0.824 -0.016 -0.058 -0.161
C -1.520 2.237 -1.467 -0.018 -0.316 -0.426
N -0.440 1.759 -0.853 -0.242 -0.028 -0.312
H 0.370 1.938 2.972 0.066 -0.029 0.119
H 4.230 0.350 2.656 -0.061 -0.044 -0.005
H 4.585 -1.574 1.431 0.072 0.013 -0.099
H 6.959 -2.026 0.845 -0.048 0.026 -0.012
H 8.117 -0.475 -0.745 -0.004 0.026 0.027
H 6.808 1.404 -1.704 -0.025 -0.030 0.068
H -0.789 3.206 2.121 -0.128 0.014 -0.150
H -2.864 4.032 1.040 0.099 -0.043 -0.007
H -3.305 3.430 -1.342 0.060 -0.074 -0.021
H -1.651 1.912 -2.503 0.025 0.112 0.258
N 0.349 3.679 -5.271 0.700 -0.060 0.246
C 1.173 2.465 -4.939 0.028 -0.455 0.151
C 2.106 2.173 -6.121 -0.169 0.107 0.184
P -0.093 1.029 -4.632 -0.893 0.377 1.473
O 0.265 -0.047 -5.742 0.946 -1.322 0.534
O -1.407 1.682 -4.956 0.343 -0.129 -0.161
O -0.066 0.391 -3.231 -0.250 0.608 -2.026
P 2.206 3.000 -3.477 -1.049 1.661 0.531
O 3.769 2.794 -3.515 0.369 -1.622 0.638
O 2.232 4.591 -3.762 -0.042 -0.251 -0.056
O 1.562 2.702 -2.161 0.568 -0.191 -0.782
H -0.064 3.507 -6.174 -0.068 -0.086 -0.285
H 1.493 4.780 -4.390 0.184 -0.206 0.038
H -0.453 3.666 -4.656 -0.286 -0.121 0.128
H 1.517 1.888 -6.995 0.025 0.017 -0.010
H 2.776 1.355 -5.874 0.020 -0.083 0.021
H 2.696 3.067 -6.351 -0.021 -0.060 -0.019
H 0.786 -0.795 -5.305 -0.412 0.688 -0.309
H 4.005 1.999 -2.950 -0.332 0.697 -0.836
Cl -0.627 -6.469 3.885 0.014 -0.030 0.027
C -1.659 -5.238 3.226 -0.043 -0.146 -0.018
C -1.277 -3.916 3.279 0.132 0.432 0.051
C -2.120 -2.952 2.743 0.156 0.110 0.041
C -3.333 -3.280 2.147 -0.032 0.075 -0.108
C -4.204 -2.212 1.511 0.471 0.049 -0.293
C -3.891 -2.019 0.017 0.233 0.274 0.026
N -2.506 -1.854 -0.401 -0.039 -0.030 0.511
C -1.861 -2.673 -1.314 -0.140 -0.074 0.208
C -0.601 -2.187 -1.439 0.369 0.221 0.002
N -0.442 -1.074 -0.634 -0.751 -0.210 0.207
C -1.599 -0.900 -0.023 0.130 -0.491 -0.452
O -4.106 -0.977 2.190 0.192 0.002 0.337
C -4.838 -1.033 3.420 0.028 0.034 -0.129
C -4.332 -0.049 4.418 0.283 -0.148 -0.192
C -4.935 1.126 4.724 0.003 0.110 0.151
Cl -6.395 1.748 4.048 0.108 0.004 0.058
S -4.092 2.000 5.937 0.010 0.164 0.084
C -2.889 0.780 6.051 0.274 0.102 0.191
C -3.140 -0.232 5.190 0.086 -0.348 -0.071
C -3.676 -4.621 2.116 0.068 -0.273 0.025
Cl -5.176 -5.136 1.376 0.039 -0.030 0.019
C -2.857 -5.607 2.650 -0.249 -0.148 -0.103
H -0.331 -3.633 3.727 -0.107 -0.023 -0.076
H -1.823 -1.912 2.784 -0.013 0.001 -0.056
H -5.245 -2.537 1.540 -0.176 -0.116 -0.012
H -4.464 -1.156 -0.319 -0.163 0.029 -0.039
H -4.261 -2.908 -0.486 -0.066 -0.030 -0.161
H -2.365 -3.506 -1.786 0.066 0.158 0.093
H 0.212 -2.523 -2.073 -0.147 0.105 0.063
H -1.854 -0.117 0.681 0.047 -0.066 -0.113
H -4.759 -2.037 3.846 0.030 -0.067 0.032
H -5.888 -0.836 3.204 -0.175 -0.030 -0.014
H -2.035 0.875 6.726 -0.390 0.084 -0.328
H -2.492 -1.102 5.106 -0.171 0.184 -0.056
H -3.151 -6.648 2.612 -0.004 0.077 -0.021
O 1.776 -2.071 -3.961 -0.318 0.672 -0.229
S 2.707 -1.282 -3.127 0.797 -0.932 -0.843
O 4.059 -1.799 -3.264 0.193 0.144 0.321
O 2.229 -1.321 -1.701 -0.148 0.168 0.334
O 2.663 0.184 -3.471 -0.012 0.314 -0.076
```
Forces are in eV/Å.

---

Listing DFT total energy for the structures above in their given order: -1903.71459, -4846.15193, -6744.75024 a.u..
Listing F_max for the structures above in their given order: 0.949, 0.548, 2.522 eV Å⁻¹.